# 1
Density functional theory data (ωB97M-V with the def2-TZVPD basis set) for a molecular structure, C12H13BrINO5Pd.

Geometry as XYZ:
```
34
Properties=species:S:1:pos:R:3:forces:R:3
C -1.79542 1.68309 -1.05590 0.0 0.1 0.0
H -4.40464 1.05502 0.27466 0.0 0.0 0.0
H -0.91344 2.27176 -0.79732 0.0 0.0 0.0
C 3.41541 -0.45779 0.16278 0.0 0.0 -0.1
H -3.20942 2.29804 1.63411 0.0 0.0 0.0
H -3.71234 0.19795 -1.10572 0.0 0.0 0.0
C 3.14189 -1.39607 -0.82397 0.0 0.0 0.0
O -2.69113 -1.82932 0.28676 -0.2 -0.2 0.1
I 1.81567 0.38407 1.19724 0.1 -0.2 0.1
C 4.72735 -0.10896 0.45146 0.0 -0.1 0.0
C -2.24748 1.83207 1.41489 0.1 0.0 0.1
H -4.70073 -1.36046 0.57525 0.0 0.0 0.0
C 4.18349 -1.99340 -1.51418 0.0 0.0 0.0
C -1.34548 0.61014 -2.06631 0.1 -0.2 0.0
Pd -0.67324 -0.34952 0.44362 -0.3 0.9 0.1
C 5.76851 -0.71361 -0.24036 0.0 0.0 0.0
C -3.70617 -0.93210 0.71795 0.1 0.0 -0.1
O -2.19545 1.26273 3.73517 0.0 0.1 0.0
H -3.54666 -0.79046 1.78663 0.0 0.0 0.0
H 2.11541 -1.64908 -1.05487 0.0 0.0 0.0
H -2.78309 -1.97942 -0.66322 0.1 0.0 0.0
H -1.50217 2.62093 1.29837 0.0 0.0 0.0
Br 5.15641 1.17439 1.76785 0.0 0.0 0.0
C 5.49561 -1.65419 -1.21886 0.0 0.0 0.0
H 6.31339 -2.12007 -1.75184 0.0 0.0 0.0
O -0.71699 -0.41847 -1.54282 0.1 0.0 -0.1
H -2.53875 2.34088 -1.51220 0.0 -0.1 0.0
N -2.29246 1.03758 0.17661 0.0 -0.3 -0.1
H 3.96567 -2.72264 -2.28246 0.0 0.0 0.0
C -1.80319 0.99392 2.62690 0.1 -0.2 0.0
C -3.59693 0.38326 -0.03540 -0.1 0.1 0.1
H 6.78771 -0.44102 -0.00477 0.0 0.0 0.0
O -0.94602 0.02756 2.36704 -0.1 -0.1 0.1
O -1.56533 0.74320 -3.24709 0.0 0.1 0.0
```
Positions in Å, forces in eV/Å.

energy above the lowest of the compared OMol25 structures with the same formula, charge and spin: 0.0 kcal/mol
HOMO: -9.14 eV
LUMO energy: -0.99 eV
maximum force: 0.01864 hartree/bohr
E_tot: -3895.6076 a.u.
HOMO-LUMO gap: 8.2 eV


# 2
Density functional theory data (ωB97M-V with the def2-TZVPD basis set) for a molecular structure, C12H13Cl2N2O3PtS4Sb in a non-equilibrium geometry.

Geometry as XYZ:
```
38
Properties=species:S:1:pos:R:3:forces:R:3
H -3.46579 -1.74025 3.64978 -0.1 0.0 0.0
H 3.50546 -2.15698 0.29693 0.0 0.0 0.0
Sb -4.04775 3.43420 1.05675 -0.6 0.0 0.4
N -2.71534 -1.39705 3.08014 0.1 0.0 -0.1
S -1.70028 3.12849 1.73634 -0.1 -1.0 -1.0
O -1.01416 -0.08088 -1.50787 -0.4 0.9 0.5
S -5.18231 2.16013 2.62409 0.0 0.2 -0.2
C -2.81287 -0.37474 2.21197 -0.2 0.0 0.0
O 0.58828 2.94322 -0.94921 0.1 0.3 -0.2
H 3.17149 2.25366 1.40364 0.0 0.0 0.0
H -3.71397 0.20702 2.05659 0.0 0.1 0.0
N -1.65147 -0.17773 1.63509 0.1 0.5 -0.4
S -3.66345 1.79446 -0.75239 1.3 0.0 0.4
Cl -2.68645 -2.91059 -3.00133 -0.1 -0.1 0.0
Pt -1.47796 1.40253 0.11373 -1.0 -0.6 0.7
H -1.08610 -2.69614 3.64496 0.0 0.0 0.0
H 1.45895 1.31837 -2.57038 0.0 0.0 0.0
C -0.77174 -1.10278 2.13300 0.0 0.0 0.1
C 3.11051 -1.52331 -1.71723 0.0 -0.1 0.0
O -1.00518 -2.12911 -0.54178 0.0 0.1 -0.1
H 0.23843 -1.16972 1.77558 0.0 -0.1 0.0
C 1.93713 0.56112 -1.96354 -0.1 0.2 0.0
S 1.08829 2.10317 0.16434 1.1 0.0 -0.7
C -1.15013 -2.02829 -2.89184 0.0 0.3 0.4
H 2.56456 -0.66198 -3.60452 0.0 0.0 0.0
H -0.35753 -2.76280 -2.98574 0.0 0.0 0.0
Cl -0.99973 -0.89690 -4.24078 0.1 0.0 -0.2
C -1.06261 -1.34098 -1.47629 0.2 -0.5 -0.2
C 3.07132 -1.39348 -0.33580 0.0 0.0 0.1
H 3.57489 -2.39575 -2.15986 0.0 0.0 0.0
H 3.25627 3.06188 -0.20402 0.0 -0.1 -0.1
C 1.91201 0.68660 -0.58824 0.1 -0.1 0.2
H 2.39436 3.84846 1.15730 0.0 0.0 0.0
C 2.54583 -0.54980 -2.52877 0.0 -0.1 0.0
C 2.47151 -0.28201 0.23298 0.0 0.0 0.0
C 2.66270 2.90166 0.69254 -0.6 -0.1 0.2
H 2.43587 -0.16149 1.31114 0.0 -0.1 0.0
C -1.42305 -1.87220 3.04270 0.2 0.0 0.0
```
Positions in Å, forces in eV/Å.

energy above the lowest of the compared OMol25 structures with the same formula, charge and spin: 30.6 kcal/mol
HOMO (spin up / spin down): -4.00 / -3.98 eV
net charge: -1
LUMO energy (spin up / spin down): 1.70 / 1.42 eV
maximum force: 0.02810 hartree/bohr
E_tot: -3673.1081 a.u.
HOMO-LUMO gap (spin up / spin down): 5.7 / 5.4 eV
spin multiplicity: 2


# 3
Density functional theory data (ωB97M-V with the def2-TZVPD basis set) for a molecular structure, C12H13ClF2N2O3S in a non-equilibrium geometry.

Geometry as XYZ:
```
34
Properties=species:S:1:pos:R:3:forces:R:3
C 4.14212 -1.39706 1.20430 -1.7 9.9 -2.2
C -4.63734 1.02867 0.37635 -2.0 -7.3 -1.5
C 3.38603 1.12950 0.19540 4.4 4.5 0.0
H -2.42614 1.74597 -0.12584 -3.6 5.3 2.8
H 0.00937 1.71606 0.58504 -2.0 -3.5 0.6
H 5.16375 1.92603 1.06283 -0.2 0.9 -1.0
H -0.17256 -2.16027 -0.79676 -1.9 0.5 0.7
C 2.88867 -1.02073 0.41780 4.3 -4.4 3.7
O 1.30079 -1.01024 -2.21007 0.4 -1.4 -0.6
C -1.82022 1.08451 -0.44795 5.1 -0.6 2.8
F 2.16372 -2.19699 0.28177 -0.2 2.0 -0.7
O -4.47069 -1.33090 -0.33447 3.0 2.0 -0.2
C -2.01573 -1.07953 -1.11488 4.9 -2.9 -7.9
H 5.90960 -0.04947 2.03105 -0.6 0.0 0.1
C 4.94176 -0.00870 1.51783 -1.8 -4.8 -3.0
H -1.45708 -0.77123 -2.25593 -0.5 -0.5 2.7
C -0.92319 -1.44468 -0.20963 0.7 -8.8 -4.2
H -1.41069 1.42946 -1.29424 2.1 1.5 -3.2
N -2.54100 0.05089 -0.71285 -10.7 -4.9 -0.1
H 4.32560 -2.10682 1.90907 0.0 -2.7 1.1
H -4.17294 1.16076 1.22734 2.0 1.3 4.6
C 4.58258 1.08121 0.73618 4.3 -1.7 6.0
F 3.19269 2.16518 -0.45522 -1.3 7.6 -3.2
H -4.66750 1.81462 -0.22521 -0.5 3.3 -2.6
Cl -6.33844 0.35384 0.82978 1.7 1.3 -0.5
S 1.15212 0.05045 -1.30484 1.3 -7.4 7.2
N -0.06240 -0.52552 0.12900 4.9 6.0 0.0
C -0.77119 0.62959 0.55677 2.6 5.4 1.7
H -1.18329 -2.13960 0.56702 -0.5 0.1 1.1
O 0.96129 1.30033 -1.68938 -2.5 9.8 -3.7
C -3.81017 -0.27965 -0.25695 -4.2 2.1 0.6
H -1.17699 0.38584 1.59996 0.4 0.7 -1.4
H -2.64160 -1.79111 -1.69138 -0.1 0.0 1.8
C 2.57906 0.25958 -0.10190 -7.7 -13.4 -1.6
```
Positions in Å, forces in eV/Å.

HOMO: -8.98 eV
LUMO energy: 0.17 eV
maximum force: 0.30306 hartree/bohr
E_tot: -1857.9754 a.u.
HOMO-LUMO gap: 9.2 eV


# 4
Density functional theory data (ωB97M-V with the def2-TZVPD basis set) for 2 unconnected molecules or ions with the total composition C12H13ClFN3O in a non-equilibrium geometry.

Geometry as XYZ:
```
31
Properties=species:S:1:pos:R:3:forces:R:3
H -2.35919 -3.01492 -0.53117 0.3 0.9 0.6
H -0.00449 -2.24872 -0.59402 -0.8 0.4 0.4
O -0.35996 0.69346 -3.18348 -0.3 -0.1 -0.2
H 0.57732 -1.13650 3.42744 0.3 -0.5 -0.8
C -2.11066 -2.09776 0.06454 0.1 -1.2 -1.1
H -1.26059 1.03963 2.06864 -0.3 -0.8 -0.6
F 1.07238 1.45573 0.87190 0.1 -1.2 -0.2
C 2.03641 -0.60791 1.85895 0.6 -0.9 0.3
C -1.14825 1.82062 -2.82242 0.4 0.0 0.2
H 0.16889 3.25165 -3.75494 -0.1 0.0 0.0
C -0.33049 -0.48283 0.73173 -2.9 -1.0 -0.1
C 1.28455 -1.67084 2.74950 0.8 0.1 0.4
H 0.80992 -2.49138 2.15955 0.3 0.9 0.4
C 1.73772 -0.23000 -0.65650 0.1 0.7 0.5
H -1.94278 1.92289 -3.56255 0.1 -0.2 0.0
H -0.89319 3.94688 -2.51262 0.1 0.0 0.0
H -3.55069 0.10779 1.91289 0.9 -0.5 -0.5
H 0.34150 0.59095 -2.53180 0.0 0.0 -0.2
C 1.11863 0.06994 0.72739 -0.4 -0.5 -1.2
C -0.74511 -1.67017 0.00137 0.0 1.3 1.0
N -3.18390 -1.54439 0.69510 3.7 1.3 0.1
C -2.74350 -0.43856 1.35755 -0.8 1.0 1.0
N 4.09742 -1.93972 0.79904 1.1 -0.7 -0.5
H 0.51617 2.96652 -2.05657 -0.1 0.0 0.1
C 3.24496 -1.33050 1.23848 -2.5 1.8 1.3
N 2.26836 -0.35804 -1.67659 -0.7 0.0 1.0
H -1.60796 1.63186 -1.84530 -0.2 0.1 0.0
Cl 2.62429 0.69875 2.98664 -0.1 -0.7 -0.6
C -0.29456 3.07401 -2.78258 0.0 0.1 0.0
C -1.43226 0.12919 1.45530 1.0 -0.9 -1.0
H 2.06906 -2.13760 3.40452 -0.7 0.4 -0.6
```
Positions in Å, forces in eV/Å.

HOMO: -10.11 eV
LUMO energy: -0.58 eV
maximum force: 0.07657 hartree/bohr
E_tot: -1264.5374 a.u.
HOMO-LUMO gap: 9.5 eV
SMILES string: C[C@@](Cl)(C#N)[C@@](F)(C#N)c1ccncc1.CCO


# 5
Density functional theory data (ωB97M-V with the def2-TZVPD basis set) for a molecular structure, C12H13ClIrN8O3 in a non-equilibrium geometry.

Geometry as XYZ:
```
38
Properties=species:S:1:pos:R:3:forces:R:3
C 1.50275 1.86585 1.32910 -0.1 0.0 0.0
N -2.05755 0.68143 1.02522 0.4 -0.1 -0.1
N 1.42938 -1.43074 1.30369 -0.3 0.0 0.2
H -2.57804 -0.27718 2.79833 0.0 0.0 0.0
H -3.54758 -2.78963 -1.20798 0.0 0.0 0.0
H -0.57708 2.90468 -0.18991 0.0 -0.2 0.2
H 4.71751 0.92290 1.64162 0.0 0.0 0.0
C 2.59206 1.62883 -0.87176 -0.1 -0.2 0.4
C 0.16154 2.34564 -0.75247 0.6 -0.3 0.3
H 0.20944 -2.23967 3.43578 0.0 0.0 0.0
H -1.34332 -1.68224 4.00035 0.0 0.0 0.0
O 2.10347 -1.29283 0.32095 0.1 0.0 -0.2
C -1.78375 -1.10900 -3.46482 0.0 -0.3 0.5
N -3.19435 -2.46645 -2.09390 0.0 0.0 0.2
C 3.75792 1.24472 -0.22817 -0.1 0.2 -0.1
N -0.00133 0.27626 -2.52958 0.4 -0.1 -0.3
H -2.29715 1.60831 1.36217 0.0 0.0 0.0
N -0.61686 -1.67626 3.30140 -0.1 0.0 -0.1
C -2.40231 -1.49108 -4.67351 -0.1 0.2 -0.2
H 0.63438 2.15343 1.90953 0.0 0.0 0.0
H 2.75304 1.52471 3.01889 0.0 0.0 0.0
N -1.84499 -0.17005 2.11149 -0.2 0.0 0.2
C 3.79061 1.19557 1.15243 -0.1 0.1 0.1
N -2.93696 -1.78877 -5.64678 0.0 -0.1 0.1
C -0.72958 -0.91379 2.23125 0.2 0.1 -0.1
N 0.16571 -0.78917 1.22833 0.0 0.0 -0.2
H -3.57841 -2.86334 -2.93966 0.0 0.0 0.0
Ir -0.11433 0.24973 -0.58103 -1.3 0.9 0.0
H -2.79813 0.30885 0.43794 0.0 0.1 -0.1
Cl 2.62566 1.84206 -2.54092 0.1 0.1 -0.3
C 2.66934 1.52539 1.94116 0.0 0.0 0.0
C 1.37257 1.87334 -0.10595 0.1 -0.2 -0.3
H 4.64197 1.02903 -0.81109 0.0 0.0 0.0
O 1.73458 -2.03816 2.30141 0.0 0.0 0.1
C -2.23530 -1.55701 -2.14275 -0.1 0.0 -1.0
O -1.79009 -1.04549 -1.05764 0.7 -0.1 0.7
C -0.73716 -0.27882 -3.25437 -0.1 0.3 0.2
H 0.30236 2.71897 -1.75874 -0.3 -0.3 -0.1
```
Positions in Å, forces in eV/Å.

energy above the lowest of the compared OMol25 structures with the same formula, charge and spin: 0.0 kcal/mol
HOMO (spin up / spin down): -14.88 / -14.99 eV
net charge: +2
LUMO energy (spin up / spin down): -8.60 / -8.70 eV
maximum force: 0.03074 hartree/bohr
E_tot: -1692.5980 a.u.
HOMO-LUMO gap (spin up / spin down): 6.3 / 6.3 eV
spin multiplicity: 2


# 6
Density functional theory data (ωB97M-V with the def2-TZVPD basis set) for a single C12H13F3N2O2 molecule.

Geometry as XYZ:
```
32
Properties=species:S:1:pos:R:3:forces:R:3
H -0.30964 -0.39090 -2.87276 -0.1 0.0 0.0
F -0.90402 3.08367 -0.66341 -0.2 -0.2 -0.1
C 1.16075 -1.04758 -1.41913 0.7 0.0 -0.4
H -2.31651 3.43576 2.67037 0.0 0.0 0.0
H 2.80971 -1.24238 -0.04531 0.0 0.0 0.1
F -0.93176 4.34816 1.06757 -0.2 0.1 0.2
H -3.06503 -0.68032 3.50733 0.0 -0.1 0.0
C -1.04408 0.67073 1.13762 -0.4 0.0 0.5
O 2.07059 -4.49205 -2.22241 -0.5 0.0 -0.1
H -1.53701 -1.33065 1.70149 0.0 0.1 0.0
C -1.70938 -0.28791 1.91294 0.1 -0.2 -0.2
N 0.17747 -0.89428 -0.30306 -0.1 0.9 0.0
C -0.14566 0.31247 0.07035 0.2 0.0 -0.3
C -2.56748 0.08286 2.92835 -0.1 0.3 0.1
C -0.60781 3.11763 0.65549 0.2 0.4 -0.3
H 2.95569 -4.86545 -2.10423 -0.2 0.3 0.0
H 0.16191 -2.90775 -2.11163 0.1 -0.1 -0.1
O -0.22922 -1.96333 0.20697 -0.3 -0.6 0.4
C -2.14800 2.39104 2.45907 0.1 0.0 -0.2
N 2.18462 -3.18079 -1.79182 0.8 0.2 0.2
F 0.74139 3.05359 0.71995 0.1 -0.2 0.1
H -3.46259 1.71281 4.00003 -0.1 0.0 0.1
H 0.32058 1.10112 -0.49032 0.1 -0.1 -0.1
H 3.27642 -0.79860 -1.68319 0.1 0.0 0.0
C 0.74227 -0.23135 -2.64538 0.0 0.0 0.1
H 1.33192 -0.55354 -3.50084 0.1 0.0 0.0
C -1.28464 2.02918 1.43717 0.0 -0.1 0.0
H 0.91328 0.83215 -2.50329 0.0 0.1 0.0
C 1.12384 -2.50286 -1.80272 -0.4 -0.6 -0.1
H 2.54685 0.41321 -0.61769 -0.1 0.1 0.0
C -2.79227 1.42073 3.20702 0.0 -0.2 0.0
C 2.53782 -0.63538 -0.90453 -0.1 -0.1 0.0
```
Positions in Å, forces in eV/Å.

HOMO: -8.45 eV
LUMO energy: -0.02 eV
maximum force: 0.01704 hartree/bohr
E_tot: -1024.5617 a.u.
HOMO-LUMO gap: 8.4 eV
SMILES string: CC(C)(/C=N/O)/[N+]([O-])=C/c1ccccc1C(F)(F)F